(1)
The following is a quantum chemistry calculation of a structure of composition C51H36N3O2P2SSn, from the OMol25 dataset.

Values from the calculation:
- net charge = +1
- multiplicity = 1
- ΔE to the lowest compared entry with this formula, charge and spin (kcal/mol) = 62.8
- molecular weight (g mol⁻¹) = 935.6
- LUMO energy (eV) = -2.940
- highest occupied orbital energy (eV) = -10.3

Structure (XYZ):
```
96
C51H36N3O2P2SSn (ωB97M-V/def2-TZVPD)
Sn 0.14830 -1.14213 -2.57976
S 0.17490 1.31087 -0.63006
P -2.29920 -0.72523 -0.54806
P 2.33220 -0.71873 -0.60146
O -0.55530 1.17877 -1.94216
O -0.12040 -2.92753 -1.34586
N -3.27370 -5.40453 -3.69306
N -2.09030 -5.33903 0.36824
N -0.90620 -3.46413 -2.31656
C 1.15110 3.68237 -1.62746
C -4.10380 0.51087 1.09904
C -2.20110 -4.41783 -0.51256
C -5.85560 -0.98973 -3.50786
C 5.80430 4.28937 -1.16916
C -4.41210 3.66937 3.23904
C -2.85630 0.69257 0.52914
C 4.98960 -4.06083 -2.32866
C 3.45680 -2.00333 -1.25716
C -1.82520 -4.26543 -1.91466
C 4.69830 0.72927 -0.20386
C -0.89390 4.20347 2.02354
C 1.47760 2.45777 -1.09106
C 4.52670 -1.71503 -2.09976
C -0.84160 2.32657 0.45814
C -4.61450 -0.50143 -3.87806
C 1.42350 -0.29733 1.99904
C 3.12770 -1.97423 1.82534
C -6.04130 -1.47173 -2.22526
C -4.73570 1.41427 1.95824
C 4.67810 5.19267 -1.72726
C 3.12060 -2.11223 3.20304
C 2.27810 -1.06183 1.20804
C -5.01440 -1.42983 -1.29976
C -2.18730 3.89817 2.33854
C 3.75630 3.11127 -1.09646
C 2.27270 -1.34483 3.98264
C 2.82330 2.07667 -0.89276
C -1.62890 -2.99333 2.79014
C -2.62360 -4.89263 -2.90046
C -2.87260 -4.56543 1.35954
C -0.24310 3.40207 1.07774
C 5.12860 2.99737 -0.81556
C -3.01570 -3.43393 0.29514
C 3.35430 0.81277 -0.52246
C 3.87670 -4.35583 -1.55596
C 2.12300 4.64627 -1.93556
C -4.06040 2.54997 2.30814
C 1.41900 -0.44003 3.37454
C -2.77430 2.74817 1.77514
C -2.13420 1.87957 0.85494
C -2.42460 -2.10373 0.64664
C -3.76760 -0.90883 -1.64626
C -3.58190 -0.47753 -2.95816
C -3.15120 4.55917 3.27554
C 3.42790 4.37457 -1.61946
C 5.58900 1.81057 -0.31026
C -2.14080 -4.20913 2.60504
C 3.10420 -3.33593 -1.03086
C -1.75620 -1.95153 1.80084
C 5.29740 -2.74203 -2.61786
H -4.02030 -3.35583 -0.12466
H 0.76110 0.42487 1.54504
H -3.80470 -5.09693 1.58534
H 5.09330 -0.22373 0.11874
H -2.73320 4.61897 4.28084
H -0.36900 5.03117 2.47354
H 3.79870 -2.58073 1.23674
H -5.21410 -1.80283 -0.30656
H 4.86100 5.47557 -2.76496
H 6.14140 -2.50993 -3.25016
H -6.67180 -1.00503 -4.21286
H 1.81880 5.58397 -2.37206
H -6.99640 -1.87923 -1.93156
H 5.60560 -4.85723 -2.71796
H 3.78590 -2.82403 3.66834
H 4.76590 -0.68773 -2.34146
H -5.27880 4.22547 2.87784
H -5.71850 1.19377 2.33894
H 3.61150 -5.38473 -1.36556
H 6.27310 4.73827 -0.29236
H -2.60950 -0.07743 -3.24836
H -4.66990 3.28197 4.22614
H -2.05300 -4.98443 3.34654
H 0.74930 0.16157 3.97284
H -4.63350 -0.40163 0.88384
H 0.10850 3.91457 -1.78806
H 0.77640 3.65537 0.83134
H 2.28010 -1.44803 5.05704
H 2.22350 -3.56363 -0.44476
H 6.59420 4.13017 -1.90426
H -1.11840 -2.74023 3.70644
H -4.45930 -0.13443 -4.88026
H 6.62250 1.67057 -0.03506
H 4.59020 6.11657 -1.15586
H -3.36040 5.58257 2.95714
H -1.30760 -0.99593 2.03644
```


(2)
The following is a quantum chemistry calculation of a structure of composition C34H45BF3N7O3PtS5, from the OMol25 dataset.

Values from the calculation:
- multiplicity = 1
- ΔE to the lowest compared entry with this formula, charge and spin (kcal/mol) = 25.2
- molecular weight (g mol⁻¹) = 1023.0
- LUMO energy (eV) = 0.307
- highest occupied orbital energy (eV) = -7.0

Structure (XYZ):
```
99
C34H45BF3N7O3PtS5 (ωB97M-V/def2-TZVPD)
Pt 1.16175 -0.47559 1.66956
S 2.22071 -3.38966 1.82277
S 1.18382 1.85652 2.15041
S -2.00967 -0.78496 2.46830
S 3.16999 -0.06272 0.59115
S -2.33464 1.45491 0.13064
F -0.04897 -4.64036 2.32498
F 1.63280 -5.96389 1.98942
F 1.44900 -4.89478 3.85955
O 1.38766 -2.97517 0.69462
O 2.19565 -2.39732 2.89834
O 3.50416 -3.94830 1.49254
N -0.46778 -1.10960 2.71616
N 1.13681 1.99871 -0.60687
N 1.85531 3.82667 0.35405
N -2.68777 1.42446 -2.60493
N 3.42674 -1.48648 -1.80664
N 1.57307 -0.33385 -1.60948
N -0.67492 0.87654 -1.92510
C -1.88928 1.28051 -3.73019
C 2.74067 -0.64296 -1.00069
C 3.89493 4.99369 1.00933
C -4.00627 -1.54779 5.85751
C -1.91804 1.23094 -1.48845
C -3.44719 -3.68285 4.88820
C -4.95598 0.80783 -1.86924
C 2.62262 -1.79128 -2.88760
C -4.00232 -1.77570 0.84983
C -4.47997 -2.40343 -0.28747
C 1.50066 2.88374 -1.60050
C -4.02383 -2.93302 5.90765
C -2.85521 -3.04880 3.80959
C -3.59094 -2.94091 -1.21233
C 4.79344 -2.10662 -1.71333
C 1.93936 4.00813 -1.01981
C -2.63045 -1.69999 1.05502
C 4.62096 -3.62470 -1.70475
C 5.56493 -1.65360 -2.95459
C -4.12108 1.83203 -2.63579
C -3.40698 -0.90165 4.78413
C 1.38516 2.56892 0.59191
C 5.56974 -1.67582 -0.47707
C 2.14048 4.65781 2.73633
C 1.68588 6.20553 0.86511
C -0.65726 0.95377 -3.31003
C -2.22479 -2.85252 -0.99602
C -2.84268 -1.65888 3.76914
C 1.27077 -4.80585 2.54030
C 2.38850 4.90169 1.25268
C -4.26180 3.23468 -2.04920
C -4.60333 1.85234 -4.08524
C 1.47631 -1.10269 -2.75190
C -1.73173 -2.22497 0.14275
B 0.50391 0.62348 -0.95878
H -2.25351 1.41086 -4.72987
H 4.32817 5.73734 1.67906
H -3.96942 -3.43675 -2.09694
H -4.48776 -3.43516 6.74643
H 0.60391 6.09049 0.93859
H 1.99680 6.99408 1.55025
H 5.07379 -1.94910 -3.88182
H -5.31276 3.52849 -2.06664
H -4.09801 2.61565 -4.67859
H 0.59647 -1.13405 -3.36442
H 3.98616 -3.93051 -0.87628
H -3.45789 -4.76359 4.93473
H -3.37257 0.17929 4.73502
H 5.68107 -0.59320 -0.42087
H 5.11653 -2.03920 0.43966
H 2.49483 5.54562 3.26226
H -6.00976 1.08010 -1.95039
H -4.67515 0.77583 -0.81955
H 2.68307 3.79503 3.11041
H -3.90373 3.26414 -1.02254
H 5.59907 -4.08820 -1.57246
H -0.29971 -2.07195 3.00379
H 1.08297 4.52466 2.95932
H 4.36624 4.03048 1.20920
H 4.12499 5.28454 -0.01604
H 2.29985 4.91844 -1.45797
H -5.66628 2.09091 -4.07997
H 2.92633 -2.47810 -3.65393
H -5.54728 -2.47406 -0.45298
H 6.56454 -2.11524 -0.56950
H 1.39865 2.64103 -2.64252
H -4.45404 -0.96832 6.65360
H 5.68536 -0.56894 -2.95753
H -1.52894 -3.27805 -1.70793
H 4.19825 -3.99276 -2.64090
H -3.69200 3.95170 -2.64379
H 6.55461 -2.11022 -2.94087
H 0.23060 0.81325 -3.89754
H 1.92974 6.53061 -0.14577
H -2.41032 -3.62469 3.00724
H -4.81780 -0.18744 -2.29724
H 0.15110 0.14428 0.09205
H -4.69169 -1.34994 1.56914
H -4.48026 0.88129 -4.56765
H -0.66712 -2.17481 0.32582
```


(3)
The following is a quantum chemistry calculation of a structure of composition C28H47BrNP3Pd, from the OMol25 dataset.

Values from the calculation:
- net charge = +4
- multiplicity = 5
- ΔE to the lowest compared entry with this formula, charge and spin (kcal/mol) = 20.4
- molecular weight (g mol⁻¹) = 676.9
- LUMO energy (spin up / spin down) (eV) = -12.039 / -15.038
- highest occupied orbital energy (spin up / spin down) (eV) = -17.9 / -19.6

Structure (XYZ):
```
81
C28H47BrNP3Pd (ωB97M-V/def2-TZVPD)
Pd -1.04023 -0.23942 -0.50776
Br 1.67853 -2.68993 5.14221
P 2.14113 2.30640 1.97345
P 0.61714 -1.60017 -0.84035
P -0.04235 1.75090 -1.59277
N -6.60590 -2.73896 1.10092
C 0.09222 -3.32083 -0.55489
C -0.82872 1.56020 -3.25767
C 2.23924 2.34788 -3.26037
C -0.74665 -2.83593 3.81211
C 2.55253 -2.16476 -2.91043
C 3.07020 2.07364 3.54579
C -2.35114 1.48436 -3.13394
C -1.50066 -1.13631 2.30890
C -1.68277 -2.40114 2.90305
C -4.21113 -1.67286 0.23855
C -0.49760 -0.23201 2.72305
C -4.80075 -2.74397 -0.46085
C -0.49264 3.46058 -1.11827
C 0.49351 -0.71298 3.55330
C 0.40177 -2.04982 3.95246
C -6.07801 -1.72294 1.77028
C -2.83716 -1.21713 0.05910
C -6.01065 -3.25956 0.04668
C 0.64381 3.13633 2.68100
C -0.25036 4.55526 -2.15926
C 0.51461 -4.50817 -1.43691
C 1.18328 -1.57081 -2.58644
C -2.00397 -0.94966 1.00286
C 1.89730 -0.98363 0.34394
C -4.88079 -1.16026 1.36635
C 3.00291 -1.94214 0.77004
C 1.79101 1.99923 -1.83562
C 3.06485 3.79995 1.43478
H -0.50226 0.80147 2.36776
H -4.45920 -0.35636 1.96241
H 2.29066 1.07759 -1.50077
H 1.33954 -0.10074 3.86053
H 4.07637 1.72990 3.28031
H -2.49429 -3.03363 2.53288
H 0.29980 -4.36667 -2.49678
H 3.19549 4.47762 2.28541
H -6.60999 -1.35241 2.64205
H 1.13734 -0.51960 -2.91951
H 2.64931 -3.21241 -2.59984
H 3.81226 -1.34460 1.19570
H 1.57543 -4.75223 -1.30843
H 3.39019 -2.50053 -0.08793
H -0.05178 -5.38598 -1.11191
H -2.79376 2.45767 -2.88857
H 0.38696 -2.12414 -3.09776
H -0.79206 4.37642 -3.09675
H 4.04699 3.47549 1.07270
H -0.43738 0.62321 -3.67709
H 1.71746 3.22836 -3.66310
H 3.31670 2.57573 -3.25827
H -4.33517 -3.21795 -1.32337
H 2.67348 -2.62221 1.56323
H 0.81385 4.69941 -2.39484
H -1.00383 -3.24373 -0.53915
H -0.90758 -3.74744 4.36103
H 0.95689 4.00653 3.27639
H 1.35768 -0.59483 1.22128
H 0.07061 3.68206 -0.20142
H -0.61814 5.50557 -1.75385
H 0.43068 -3.49032 0.47429
H 3.37580 -1.57530 -2.47732
H 2.60450 1.32960 4.19784
H -1.55253 3.40055 -0.84727
H 0.09937 2.43132 3.32308
H -6.49830 -4.12051 -0.43178
H 2.07749 1.50002 -3.93943
H -2.65678 0.75723 -2.36787
H 2.10919 2.78519 -1.12318
H 3.13682 3.03767 4.06378
H -2.76207 1.15394 -4.09398
H 2.68666 -2.14088 -3.99663
H -0.02292 3.45486 1.86688
H -0.50562 2.38123 -3.91897
H 2.31201 -0.08166 -0.12784
H 2.54156 4.31414 0.62277
```


(4)
The following is a quantum chemistry calculation of a cluster of 6 separate species, C30H46N6O5 in total, from the OMol25 dataset.

Values from the calculation:
- SMILES string = COCCCCC1=C(OC#N)C(=O)OC1=O.CCCC#N.CCCC#N.CCCC#N.CCCC#N.CCCC#N
- multiplicity = 1
- molecular weight (g mol⁻¹) = 570.7
- LUMO energy (eV) = -0.779
- highest occupied orbital energy (eV) = -9.1

Structure (XYZ):
```
87
C30H46N6O5 (ωB97M-V/def2-TZVPD)
O 2.94134 -5.52625 -0.58559
O -3.17841 -8.15403 -0.28431
O 0.73874 -6.94196 -2.02904
O -2.77510 -5.26512 1.09440
O -1.55862 -7.31971 -1.91042
N -3.71106 -3.22520 -0.28947
N 0.36127 4.45570 -3.53494
N -0.12994 -2.52419 -4.57415
N 2.45908 -0.18950 -2.27725
N 2.32531 5.93974 2.06746
N -1.76226 -2.49986 3.73529
C -3.43695 -4.20387 0.38088
C -4.63683 -3.92776 5.17209
C 2.63053 2.48809 -2.46223
C 0.53631 6.18836 -1.48441
C 3.95932 -5.29003 0.41837
C -0.74224 -5.55050 -0.39380
C -2.01885 -5.97650 0.07839
C -0.80855 0.68458 -3.30297
C -1.82332 5.62429 -0.71030
C -0.36759 -1.36323 -4.63547
C 0.46946 -3.18511 -0.91886
C 1.91082 6.65512 2.91824
C 0.00250 -4.26238 0.18784
C -0.88946 6.41691 3.95166
C -4.34628 -3.24944 3.83143
C -0.66960 0.10825 -4.71316
C 2.80303 -4.41047 -1.49809
C -2.36259 -7.31091 -0.72891
C -2.90109 -2.83087 3.77538
C -3.79835 -5.18184 5.39621
C 2.53652 0.99178 -2.35786
C 1.38536 7.56026 3.99778
C -0.34708 -6.61483 -1.51511
C 2.09543 -3.10483 -0.83685
C 5.11930 2.36973 -2.98830
C 0.43855 5.22102 -2.63102
C -1.93718 0.03773 -2.50628
C 3.74951 2.87259 -3.43245
C 0.30432 6.83591 4.80340
C -0.34924 5.71687 -0.32928
H 5.37892 2.76080 -1.99957
H -1.35056 7.28437 3.46890
H -1.59230 0.25543 -5.28152
H 0.08117 -3.38136 -1.97675
H -0.04412 7.49383 5.60495
H -4.45035 -3.22544 5.99117
H 4.18099 -6.32219 0.90152
H 4.93789 -4.89577 -0.04114
H -1.64648 5.93071 4.57198
H -0.01123 4.73597 0.02035
H 0.98054 8.46699 3.53955
H 3.78313 3.96227 -3.52396
H 2.10421 -4.72169 -2.37141
H -2.89756 0.15836 -3.01743
H 3.53067 2.47267 -4.42796
H -4.97944 -2.36641 3.71167
H -0.99471 1.76085 -3.37330
H 2.43730 -2.98730 0.26700
H 0.10951 -2.14468 -0.54899
H -2.41919 5.31245 0.15127
H 0.22794 7.18064 -1.82548
H -5.69656 -4.19638 5.21373
H 0.88022 -4.52189 0.87846
H -1.98994 4.88945 -1.50248
H -2.01744 0.49896 -1.51846
H 5.15398 1.27787 -2.94659
H 0.13055 0.55549 -2.75582
H 0.14094 0.61168 -5.24694
H -0.77429 -3.72204 0.86137
H 0.72994 5.94652 5.27928
H 2.82240 2.90577 -1.46938
H 1.67341 2.88211 -2.81742
H 3.52922 -4.61979 1.24338
H 2.21087 7.85121 4.65267
H 5.88923 2.69159 -3.69423
H -2.73010 -4.95205 5.42921
H -0.60015 5.70383 3.17491
H -0.24148 6.41136 0.50874
H -2.20139 6.59247 -1.05337
H -4.55558 -3.93124 3.00234
H 2.46610 -2.17836 -1.39931
H -3.96881 -5.91474 4.60148
H 1.57794 6.25086 -1.15764
H 3.80907 -4.14387 -2.00123
H -1.76132 -1.03026 -2.35180
H -4.05921 -5.64752 6.34995
```


(5)
The following is a quantum chemistry calculation of an isolated molecule of C15H23NO2, from the OMol25 dataset.

Values from the calculation:
- SMILES string = CCOc1ccccc1OCCNC1CCCC1
- multiplicity = 1
- ΔE to the lowest compared entry with this formula, charge and spin (kcal/mol) = 44.8
- molecular weight (g mol⁻¹) = 249.4
- LUMO energy (eV) = 0.921
- highest occupied orbital energy (eV) = -7.9

Structure (XYZ):
```
41
C15H23NO2 (ωB97M-V/def2-TZVPD)
O -0.50623 0.96148 -1.29741
O -1.38980 -1.27375 -0.41717
N 2.32069 1.80401 -0.13493
C 1.15115 2.58787 -0.43967
C 3.89890 -1.20540 0.73943
C 2.12489 0.47867 0.42427
C -3.16392 2.21840 0.93523
C -3.09950 -0.17776 0.94927
C -2.03965 -0.17301 0.05951
C -3.10987 -2.93802 -0.92491
C 0.26565 2.09829 -1.60810
C 2.00013 -0.66932 -0.59912
C -1.87348 -2.56340 -0.11223
C -3.65891 1.01531 1.38733
C 2.69186 -1.85283 0.06655
C -2.10070 2.24240 0.04293
C 3.33703 0.09772 1.31210
C -1.53078 1.06263 -0.40406
H 4.34355 -1.83790 1.50701
H -1.72715 3.19406 -0.30087
H 1.49177 3.59990 -0.68169
H 2.97105 -2.63001 -0.64455
H 4.07061 0.90220 1.30399
H -3.59567 3.14902 1.27035
H 0.89853 1.77614 -2.44028
H 2.54167 -0.39869 -1.50983
H -2.88606 -2.86441 -1.98605
H 2.94546 1.75832 -0.93329
H 1.22125 0.52353 1.03870
H 0.96539 -0.87407 -0.86169
H -3.40567 -3.95802 -0.69477
H 0.54294 2.63890 0.46776
H -2.06833 -2.66270 0.96331
H -3.50030 -1.10698 1.32208
H 4.66316 -0.99105 -0.00976
H -4.48298 0.98932 2.08389
H -1.04472 -3.22855 -0.37242
H -0.37223 2.91980 -1.96013
H 2.03552 -2.29187 0.81990
H 3.01296 -0.05040 2.34174
H -3.93821 -2.26986 -0.70243
```


(6)
The following is a quantum chemistry calculation of a cluster of 2 separate species, C4H10O in total, from the OMol25 dataset.

Values from the calculation:
- multiplicity = 1
- ΔE to the lowest compared entry with this formula, charge and spin (kcal/mol) = 76.0
- molecular weight (g mol⁻¹) = 74.1
- LUMO energy (eV) = 0.767
- highest occupied orbital energy (eV) = -8.9

Structure (XYZ):
```
15
C4H10O (ωB97M-V/def2-TZVPD)
O 3.13091 -0.66866 -0.59651
C -2.30475 0.09338 -0.22262
C -0.92481 0.63060 0.14377
C 2.78832 0.50956 -0.12651
C 0.05909 -0.47677 0.50330
H 3.69201 -1.09762 0.06891
H -3.01040 0.90192 -0.44162
H -1.00826 1.32207 0.99093
H 0.24685 -1.13894 -0.35213
H -0.31988 -1.09543 1.32394
H 2.13381 0.91157 -0.93907
H -2.25317 -0.55608 -1.10451
H 1.01251 -0.05353 0.84385
H -0.52301 1.21702 -0.69327
H -2.71923 -0.49910 0.60155
```